C19H24Co2N2O6P | ωB97M-V/def2-TZVPD

```
54
C19H24Co2N2O6P ωB97M-V/def2-TZVPD
C -3.88 -2.44 -0.02
C -2.93 -2.20 -1.20
C -3.11 -3.39 -2.16
C -3.28 -0.92 -1.95
N -1.56 -2.05 -0.68
P -0.30 -1.22 -1.43
H 0.47 0.19 0.20
N 0.87 -2.13 -0.68
C 2.27 -2.08 -1.02
C 3.11 -2.26 0.25
C 2.56 -0.74 -1.67
C 2.61 -3.22 -1.99
C 0.32 -3.14 0.12
C -1.05 -3.11 0.09
H -3.72 -1.70 0.77
H -4.93 -2.36 -0.39
H -3.73 -3.46 0.39
H -2.47 -3.31 -3.04
H -2.93 -4.36 -1.66
H -4.16 -3.39 -2.51
H -2.69 -0.81 -2.87
H -4.34 -0.97 -2.24
H -3.17 -0.03 -1.32
H 2.97 -3.27 0.67
H 4.18 -2.11 0.00
H 2.81 -1.51 1.01
H 2.01 -0.63 -2.62
H 2.33 0.10 -1.01
H 3.63 -0.69 -1.91
H 2.02 -3.13 -2.91
H 3.68 -3.15 -2.26
H 2.43 -4.21 -1.53
H 0.98 -3.86 0.65
H -1.75 -3.84 0.54
O -3.11 3.91 3.32
C -1.96 4.17 3.08
Co -0.27 4.53 2.71
C -0.45 5.51 1.26
O -0.61 6.21 0.33
C -0.14 5.79 3.94
O -0.16 6.62 4.73
C 0.52 2.64 2.31
C 0.66 2.10 1.08
C -0.16 1.18 0.20
Co 1.81 3.39 1.42
C 1.61 4.21 -0.14
O 1.48 4.84 -1.09
C 3.45 2.64 1.35
O 4.52 2.17 1.32
C 2.01 4.91 2.42
O 2.68 5.77 2.87
H 0.32 1.94 3.20
H -0.26 1.78 -0.77
H -1.20 1.10 0.86
```

Calculated values
Highest occupied orbital energy ... -1.15 eV
Strongest force on any atom ... 6.42 eV/A
LUMO level ... 1.847 eV
Net charge ... -1
HOMO-LUMO gap ... 2.999 eV
Energy relative to the best compared isomer or geometry (same formula, charge and spin) ... 331.0 kJ/mol